Below is C13H17OP in the gas phase at a distorted geometry, with properties calculated with the ωB97M-V functional and the def2-TZVPD basis.

- HOMO (eV) = -8.06
- 2S+1 = 1
- E (eV) = -25089.2073
- structure (SMILES) = CC(C)(C)P(c1ccco1)C1C=CC=C1

XYZ file:
```
32
Properties=species:S:1:pos:R:3:lowdin_charge:R:1
C 0.002 -1.308 1.437 -0.10
C -0.051 -1.370 -0.093 -0.65
C -1.321 -2.168 -0.746 -0.07
C 1.278 -1.799 -0.742 -0.15
P -0.098 0.437 -0.834 1.17
C 1.561 1.005 -0.446 -0.47
C 2.714 1.110 -1.213 -0.09
C 3.561 2.014 -0.539 -0.06
C 2.829 2.398 0.578 -0.16
O 1.671 1.815 0.656 -0.03
C -1.236 1.454 0.476 -0.44
C -1.448 2.803 -0.065 -0.13
C -2.765 2.915 -0.361 -0.10
C -3.436 1.689 -0.038 -0.08
C -2.543 0.842 0.549 -0.13
H 0.591 -0.538 1.979 0.09
H -0.944 -1.205 1.865 0.04
H 0.461 -2.173 1.870 0.07
H -2.192 -1.631 -0.524 0.00
H -1.287 -3.253 -0.158 0.13
H -1.000 -2.277 -1.851 0.09
H 1.276 -1.440 -1.777 0.06
H 2.089 -1.412 -0.290 0.02
H 1.397 -2.890 -0.934 0.10
H 3.015 0.341 -2.025 0.14
H 4.650 2.059 -0.617 0.11
H 3.102 3.096 1.352 0.12
H -0.618 1.359 1.401 0.12
H -0.659 3.559 -0.228 0.11
H -3.163 3.721 -0.996 0.11
H -4.349 1.350 -0.402 0.08
H -2.643 -0.219 0.739 0.08
```



Below is 2 unconnected molecules or ions with the total composition C13H18BrIN2O5S at a distorted geometry, with properties calculated with the ωB97M-V functional and the def2-TZVPD basis.

- HOMO (eV) = -10.01
- 2S+1 = 1
- E (eV) = -115965.8570
- structure (SMILES) = CCCCC[C@@](Br)(C#N)[C@@](I)(C#N)C[SH](=O)=O.O=C1OCCO1

XYZ file:
```
41
Properties=species:S:1:pos:R:3:lowdin_charge:R:1
C 1.438 -0.744 0.967 -0.10
C 1.291 0.453 -0.063 -0.24
C 0.189 0.173 -1.120 -0.19
C -1.225 -0.036 -0.455 -0.20
C -1.817 -1.426 -0.821 -0.27
C -3.033 -1.867 0.041 -0.76
Br -3.697 -3.551 -0.800 0.80
C -2.679 -2.236 1.459 -0.27
N -2.351 -2.317 2.532 0.21
C -4.230 -0.824 0.090 -0.78
I -4.699 -0.044 -1.871 1.09
C -5.466 -1.608 0.533 -0.38
N -6.319 -2.236 0.886 0.20
C -3.988 0.243 1.219 -0.27
S -4.699 1.890 0.923 0.62
O -3.891 2.670 0.012 -0.39
O -6.106 1.836 0.608 -0.37
H 2.507 -0.916 1.174 0.05
H 0.993 -1.644 0.498 0.07
H 0.885 -0.536 1.907 0.07
H 0.980 1.344 0.528 0.11
H 2.294 0.647 -0.515 0.08
H 0.451 -0.739 -1.695 0.11
H 0.176 1.036 -1.819 0.11
H -1.055 0.093 0.637 0.10
H -1.926 0.763 -0.771 0.08
H -2.101 -1.483 -1.886 0.08
H -1.015 -2.170 -0.625 0.11
H -2.930 0.391 1.498 0.09
H -4.495 -0.145 2.130 0.12
H -4.599 2.527 2.147 0.09
O 3.907 -0.453 -0.491 0.13
C 4.887 0.212 -0.599 -0.54
O 5.816 0.376 0.378 0.07
C 6.936 1.044 -0.202 -0.12
C 6.324 1.752 -1.382 -0.12
O 5.222 0.909 -1.716 0.07
H 7.390 1.730 0.510 0.13
H 7.677 0.298 -0.498 0.13
H 5.945 2.744 -1.126 0.13
H 7.012 1.842 -2.221 0.13
```



Below is a molecular structure, C13H18BrINO2P2S at a distorted geometry, with properties calculated with the ωB97M-V functional and the def2-TZVPD basis.

- HOMO (eV) = -11.13
- charge = +1
- 2S+1 = 1
- E (eV) = -126904.7069

XYZ file:
```
39
Properties=species:S:1:pos:R:3:lowdin_charge:R:1
C -1.066 1.808 2.254 -0.17
C -1.989 1.734 0.954 -0.40
P -1.761 0.038 0.176 0.95
C -3.267 -0.344 -0.865 -0.43
C -3.401 0.476 -2.209 -0.17
C -0.149 -0.099 -0.803 -0.90
Br -0.387 -1.868 -1.726 0.77
C 0.108 0.865 -2.045 -0.68
P 1.493 0.056 -3.145 0.84
O 2.883 1.050 -3.056 -0.35
O 0.977 0.029 -4.761 -0.28
S 1.012 2.291 -1.265 0.89
C 1.637 1.154 0.010 -0.92
I 3.353 1.949 0.998 1.03
N 0.987 0.016 0.169 -0.13
C 1.394 -0.938 1.198 -0.21
C 1.551 -0.539 2.616 -0.07
C 1.998 -1.472 3.649 -0.05
C 2.301 -2.875 3.332 -0.04
C 2.141 -3.292 1.941 -0.05
C 1.709 -2.348 0.894 -0.02
H -1.616 2.451 2.994 0.08
H -1.027 0.773 2.688 0.05
H -0.061 2.224 1.992 0.05
H -3.053 1.764 1.336 0.09
H -1.859 2.603 0.258 0.07
H -3.384 -1.437 -1.081 0.07
H -4.161 -0.061 -0.230 0.09
H -2.736 0.034 -3.008 0.06
H -4.443 0.453 -2.629 0.08
H -3.091 1.553 -2.106 0.07
H -0.781 1.279 -2.578 0.08
H 3.105 1.321 -3.973 0.06
H 1.446 0.757 -5.224 0.06
H 1.338 0.508 2.954 0.08
H 2.147 -1.163 4.715 0.11
H 2.653 -3.635 4.062 0.11
H 2.351 -4.351 1.650 0.11
H 1.649 -2.764 -0.136 0.06
```